C5H8FN | the ωB97M-V functional and the def2-TZVPD basis

```
! wB97M-V def2-TZVPD RIJCOSX def2/J DEFGRID3
* xyz 0 1
C -1.578 1.348 -0.326
C -1.438 0.019 -0.038
F -2.432 -0.504 0.681
C -0.411 -0.928 -0.458
C 0.913 -0.700 -0.587
C 1.706 0.481 -0.247
N 2.729 0.041 0.769
H -2.415 1.921 0.148
H -0.724 1.916 -0.720
H -0.776 -1.956 -0.493
H 1.564 -1.505 -0.931
H 2.225 0.957 -1.157
H 1.111 1.224 0.129
H 3.218 0.837 1.202
H 3.433 -0.463 0.255
*
```

Calculated values
LUMO: 0.67 eV
structure (SMILES): C=C(F)/C=C\CN
Kohn-Sham gap: 9.56 eV
highest occupied orbital energy: -8.89 eV
maximum force: 3.21 eV/Å
energy above the lowest of the compared OMol25 structures with the same formula, charge and spin: 31.0 kcal per mole

=====

C5H8FNO | the ωB97M-V functional and the def2-TZVPD basis

```
! wB97M-V def2-TZVPD RIJCOSX def2/J DEFGRID3
* xyz 0 1
C 0.762 0.879 0.517
C 1.067 0.045 -0.732
C -0.269 -0.916 -0.768
C -0.778 0.340 0.733
C -1.376 0.097 -0.842
H 1.841 0.176 2.184
H 0.890 2.003 0.070
H 2.069 -0.500 -0.770
H 1.023 0.669 -1.720
H -0.037 -1.883 -1.220
H -1.306 -1.659 1.172
H -1.393 0.637 1.749
H -1.287 0.643 -1.684
N -0.373 -1.187 0.795
O 1.852 0.912 1.459
F -2.684 -0.257 -0.942
*
```

Calculated values
LUMO: 0.95 eV
Kohn-Sham gap: 10.50 eV
highest occupied orbital energy: -9.54 eV
maximum force: 4.33 eV/Å
energy above the lowest of the compared OMol25 structures with the same formula, charge and spin: 119.0 kcal per mole

=====

C5H8FNaO4 | the ωB97M-V functional and the def2-TZVPD basis

```
! wB97M-V def2-TZVPD RIJCOSX def2/J DEFGRID3
* xyz 0 1
C 1.541 -2.732 0.217
O 1.967 -1.428 0.598
C 2.633 -3.387 -0.595
H 1.275 -3.328 1.101
H 0.592 -2.677 -0.341
H 2.528 -4.479 -0.536
H 2.576 -3.089 -1.651
H 3.624 -3.113 -0.206
C 0.919 -0.721 1.528
O 0.070 -0.538 0.300
C 0.164 0.777 0.030
C 1.107 1.487 1.000
O 1.644 0.442 1.778
O 0.090 -1.035 2.442
F -1.373 1.170 0.656
H -0.020 1.084 -1.003
H 1.920 2.012 0.487
H 0.572 2.211 1.631
Na -2.132 -0.355 2.384
*
```

Calculated values
LUMO: -0.81 eV
Kohn-Sham gap: 7.91 eV
highest occupied orbital energy: -8.72 eV
maximum force: 4.52 eV/Å
energy above the lowest of the compared OMol25 structures with the same formula, charge and spin: 46.1 kcal per mole

=====

C5H8HgLiO3 | the ωB97M-V functional and the def2-TZVPD basis

```
! wB97M-V def2-TZVPD RIJCOSX def2/J DEFGRID3
* xyz 2 2
C 1.672 -1.943 -0.776
C 1.888 -3.004 0.135
H 1.089 -2.332 -1.629
H 2.716 -1.629 -1.063
H 1.175 -2.908 1.006
Li 1.869 0.258 1.226
O -0.968 0.521 -0.323
Hg -2.612 -1.645 -2.236
O -0.937 -1.452 -1.273
C -0.339 -0.549 -0.690
O 0.900 -0.695 -0.262
C -0.417 1.451 0.634
C -1.397 2.579 0.818
H -0.280 0.918 1.589
H 0.533 1.838 0.231
H -2.340 2.205 1.234
H -0.958 3.305 1.515
H -1.596 3.081 -0.136
*
```

Calculated values
LUMO (spin up / spin down): -8.59 / -9.41 eV
Kohn-Sham gap (spin up / spin down): 7.94 / 7.79 eV
highest occupied orbital energy (spin up / spin down): -16.53 / -17.20 eV
expectation value of S²: 0.75
maximum force: 5.03 eV/Å
energy above the lowest of the compared OMol25 structures with the same formula, charge and spin: 61.2 kcal per mole

=====

C5H8IN | the ωB97M-V functional and the def2-TZVPD basis

```
! wB97M-V def2-TZVPD RIJCOSX def2/J DEFGRID3
* xyz 0 3
C 0.471 -0.749 -0.095
C 0.205 0.703 -0.018
C 1.529 -1.371 0.806
C 1.482 -1.841 -0.619
C -1.429 2.505 -0.141
N -0.909 1.221 0.019
I -2.954 -0.331 0.280
H -0.652 -1.234 -0.055
H 2.402 -0.806 1.006
H 1.162 -2.167 1.588
H 1.051 -2.833 -0.873
H 2.290 -1.613 -1.445
H -1.852 2.458 -1.063
H -2.107 2.883 0.671
H -0.688 3.174 -0.058
*
```

Calculated values
LUMO (spin up / spin down): 0.93 / -2.39 eV
Kohn-Sham gap (spin up / spin down): 7.86 / 6.73 eV
highest occupied orbital energy (spin up / spin down): -6.93 / -9.12 eV
expectation value of S²: 2.01
maximum force: 4.12 eV/Å
energy above the lowest of the compared OMol25 structures with the same formula, charge and spin: 22.8 kcal per mole

=====

C5H8IN2 | the ωB97M-V functional and the def2-TZVPD basis

```
! wB97M-V def2-TZVPD RIJCOSX def2/J DEFGRID3
* xyz 1 3
C -0.599 -0.414 -0.021
C 0.294 -0.085 0.993
C -0.472 0.105 -1.357
C 1.128 1.008 0.889
C 0.364 -0.945 2.218
N 0.710 0.596 -1.654
N -1.502 -0.009 -2.198
I 1.168 1.532 -3.335
H -1.370 -1.152 0.157
H 0.891 1.850 0.260
H 2.004 1.095 1.512
H -0.072 -0.420 3.067
H 1.404 -1.150 2.461
H -0.163 -1.883 2.084
H -2.381 -0.407 -1.917
H -1.404 0.278 -3.160
*
```

Calculated values
LUMO (spin up / spin down): -4.23 / -7.87 eV
Kohn-Sham gap (spin up / spin down): 7.97 / 5.76 eV
highest occupied orbital energy (spin up / spin down): -12.20 / -13.63 eV
expectation value of S²: 2.03
maximum force: 3.13 eV/Å
energy above the lowest of the compared OMol25 structures with the same formula, charge and spin: 0.0 kcal per mole